Entry 1:
Molecular formula: C29H48Cl2N3O4PtSeSi
Method: DFT, the ωB97M-V functional and the def2-TZVPD basis

```
! RIJCOSX wB97M-V def2-TZVPD def2/J DEFGRID3
* xyz -1 3
C -1.351 -0.526 -4.567
C -0.812 -1.596 -3.685
H -1.020 -0.591 -5.609
H -1.009 0.437 -4.165
H -2.448 -0.523 -4.587
C -0.298 -2.735 -4.170
C -0.116 -3.023 -5.623
H -0.081 -3.576 -3.509
H -0.042 -2.125 -6.256
H -0.954 -3.611 -6.014
H 0.779 -3.633 -5.811
Pt 0.065 0.474 0.225
Cl 0.833 2.813 -0.166
C -0.036 -2.248 1.914
O 0.724 -1.389 1.380
N 0.444 -3.277 2.605
C 1.873 -3.424 2.879
C -0.461 -4.335 3.087
H -1.133 -2.174 1.836
H 2.402 -2.513 2.618
H 2.285 -4.255 2.289
H 1.992 -3.643 3.946
H -1.478 -4.050 2.778
H -0.389 -4.375 4.188
H -0.182 -5.295 2.617
H 1.127 2.469 5.310
H -0.666 4.668 4.548
C 1.596 3.001 4.475
C -0.057 4.675 3.630
N 0.608 3.391 3.462
H 2.418 2.401 4.059
C 0.163 2.548 2.536
O 0.778 1.486 2.237
H -0.691 4.863 2.747
H -0.795 2.853 2.056
H 1.982 3.936 4.905
H 0.706 5.467 3.726
H 1.738 0.273 -3.370
H 2.779 -2.531 -3.295
C 2.736 0.324 -2.914
C 3.518 -2.025 -2.656
N 2.968 -0.815 -2.032
H 2.796 1.245 -2.320
C 2.637 -0.764 -0.738
O 2.135 0.276 -0.179
H 3.825 -2.722 -1.864
H 2.849 -1.669 -0.141
H 3.481 0.310 -3.713
H 4.371 -1.761 -3.288
O -0.026 -0.289 -1.930
C -0.926 -1.291 -2.164
C 0.510 -3.117 -1.161
C -0.749 -2.563 -1.327
H 1.368 -2.519 -1.481
C 0.675 -4.425 -0.702
H -1.931 -0.880 -1.988
C -1.860 -3.281 -0.879
H 1.679 -4.857 -0.607
C -0.446 -5.194 -0.392
C -1.717 -4.615 -0.458
H -2.856 -2.818 -0.918
H -0.340 -6.249 -0.113
H -2.593 -5.207 -0.194
Si -0.096 3.965 -1.876
Cl -0.832 2.242 -2.760
C 1.779 4.520 -1.915
C -1.490 4.811 -0.860
C -0.501 5.271 -3.358
H 2.509 3.709 -1.738
H 1.951 5.206 -1.085
H 2.036 5.002 -2.860
H 0.289 5.176 -4.110
H -0.540 6.318 -3.032
H -1.478 5.054 -3.822
H -1.812 4.246 0.013
H -2.389 5.024 -1.460
H -1.140 5.808 -0.534
Se -2.156 0.443 0.796
C -2.383 0.473 2.738
C -3.660 0.888 3.167
C -3.890 1.124 4.517
C -2.891 0.923 5.461
C -1.641 0.473 5.035
C -1.403 0.193 3.689
H -4.450 1.056 2.435
H -4.855 1.462 4.834
H -3.065 1.116 6.526
H -0.834 0.332 5.755
H -0.439 -0.231 3.381
*
```

Energy above the lowest of the compared OMol25 structures with the same formula, charge and spin, kJ/mol: 125.6
LUMO (spin up / spin down), eV: 2.2 / 2.2
HOMO-LUMO gap (spin up / spin down), eV: 5.180 / 5.874
Calculated total energy, Eh: -5329.69022
⟨S²⟩: 2.01
Largest force on an atom, eV/Å: 4.5



Entry 2:
Molecular formula: C29H48Cl2N3O4SiTeTl
Method: DFT, the ωB97M-V functional and the def2-TZVPD basis

```
! RIJCOSX wB97M-V def2-TZVPD def2/J DEFGRID3
* xyz 0 1
C -3.779 -0.294 -3.019
C -3.994 -1.758 -2.794
H -3.586 -0.089 -4.082
H -2.946 0.102 -2.425
H -4.679 0.278 -2.735
C -4.549 -2.557 -3.733
C -4.962 -2.119 -5.094
H -4.790 -3.591 -3.491
H -4.164 -1.589 -5.633
H -5.847 -1.463 -5.073
H -5.232 -3.008 -5.679
Tl -3.112 -0.351 1.025
Cl -2.035 1.989 -0.445
C -0.200 -1.260 3.450
O -0.591 -0.539 2.513
N 1.030 -1.813 3.548
C 2.097 -1.460 2.620
C 1.218 -2.978 4.401
H -0.857 -1.522 4.303
H 2.403 -0.412 2.737
H 1.804 -1.641 1.576
H 2.954 -2.094 2.867
H 0.672 -2.827 5.340
H 2.286 -3.102 4.597
H 0.840 -3.897 3.925
H 6.488 2.378 3.079
H 4.523 4.619 4.237
C 5.903 2.779 2.238
C 4.405 4.551 3.142
N 4.580 3.190 2.665
H 5.812 2.001 1.474
C 3.662 2.232 2.938
O 3.870 1.026 2.748
H 3.402 4.910 2.886
H 2.706 2.632 3.336
H 6.411 3.658 1.838
H 5.162 5.186 2.667
H 1.279 3.893 -2.727
H -0.203 1.541 -2.921
C 1.946 3.370 -3.429
C 0.580 1.318 -3.663
N 1.840 1.927 -3.288
H 2.983 3.663 -3.233
C 2.850 1.189 -2.760
O 2.835 -0.037 -2.618
H 0.704 0.236 -3.757
H 3.714 1.820 -2.460
H 1.669 3.664 -4.451
H 0.261 1.743 -4.623
O -2.775 -1.605 -0.670
C -3.805 -2.298 -1.372
C -2.967 -4.584 -2.167
C -3.615 -3.798 -1.211
H -2.675 -4.139 -3.122
C -2.747 -5.946 -1.916
H -4.781 -2.082 -0.880
C -4.048 -4.366 -0.010
H -2.242 -6.548 -2.677
C -3.186 -6.514 -0.722
C -3.847 -5.723 0.229
H -4.556 -3.721 0.716
H -3.031 -7.578 -0.532
H -4.215 -6.164 1.156
Si -0.539 -2.120 -0.899
Cl 1.456 1.526 0.232
C -0.318 -2.652 -2.648
C -0.506 -3.463 0.369
C 0.267 -0.603 -0.491
H -0.318 -3.748 -2.712
H 0.646 -2.272 -3.022
H -1.132 -2.250 -3.264
H -0.283 0.197 -0.994
H 1.303 -0.677 -0.848
H 0.188 -0.505 0.602
H -0.921 -4.387 -0.049
H -1.109 -3.181 1.243
H 0.528 -3.656 0.692
Te -0.290 2.724 1.462
C 0.610 4.486 2.243
C 1.106 5.469 1.378
C 1.552 6.681 1.930
C 1.486 6.890 3.317
C 0.979 5.895 4.165
C 0.525 4.679 3.631
H 1.112 5.270 0.305
H 1.938 7.467 1.279
H 1.825 7.839 3.739
H 0.925 6.067 5.241
H 0.096 3.894 4.257
*
```

Energy above the lowest of the compared OMol25 structures with the same formula, charge and spin, kJ/mol: 351.2
LUMO, eV: 0.1
HOMO-LUMO gap, eV: 6.293
Calculated total energy, Eh: -3249.40401
Largest force on an atom, eV/Å: 3.7



Entry 3:
Molecular formula: C29H48Ge2I2IrOSSi3
Method: DFT, the ωB97M-V functional and the def2-TZVPD basis

```
! RIJCOSX wB97M-V def2-TZVPD def2/J DEFGRID3
* xyz 4 2
Ir 0.070 0.001 0.459
C -4.171 0.210 -1.098
S -3.024 -0.326 0.150
C -3.876 0.240 1.608
O -1.818 0.679 0.029
H -4.315 1.287 -1.014
H -5.107 -0.319 -0.910
H -3.772 -0.073 -2.069
H -4.783 -0.360 1.706
H -4.124 1.296 1.508
H -3.235 0.059 2.469
C 0.595 3.318 2.532
Si 0.350 3.933 0.801
C -1.385 4.108 0.189
C 1.585 5.172 0.203
Ge 1.121 1.690 -0.580
Si 4.971 1.382 -0.178
C 5.099 0.096 -1.452
C 4.702 0.926 1.567
C 5.516 3.080 -0.570
Si 1.604 3.427 -3.919
C 2.950 4.648 -3.809
C 1.892 1.832 -4.751
C -0.113 3.981 -3.608
H -0.054 3.904 3.194
H 1.621 3.459 2.874
H 0.309 2.273 2.657
H -2.004 4.475 1.014
H -1.806 3.155 -0.133
H -1.450 4.834 -0.622
H 1.418 6.112 0.743
H 1.464 5.396 -0.857
H 2.613 4.869 0.406
H 4.295 -0.640 -1.410
H 6.029 -0.445 -1.223
H 5.196 0.503 -2.458
H 4.010 0.096 1.708
H 4.450 1.767 2.212
H 5.692 0.563 1.892
H 5.164 3.444 -1.535
H 6.610 2.988 -0.671
H 5.325 3.811 0.214
H 3.939 4.222 -3.644
H 2.761 5.483 -3.137
H 2.977 5.064 -4.833
H 2.943 1.679 -4.995
H 1.320 1.866 -5.689
H 1.513 0.977 -4.189
H -0.154 4.990 -3.200
H -0.721 3.304 -3.005
H -0.583 4.004 -4.603
C -1.105 -5.801 0.778
C -0.329 -5.764 -0.372
C 0.009 -4.543 -0.941
C -0.446 -3.343 -0.378
C -1.234 -3.399 0.773
C -1.551 -4.616 1.353
Ge 0.048 -1.781 -1.400
C -1.263 -1.120 -2.658
C -1.268 0.177 -3.172
C -2.185 0.548 -4.144
C -3.107 -0.381 -4.619
C -3.114 -1.674 -4.116
C -2.196 -2.044 -3.138
C 1.820 -1.926 -2.164
C 2.042 -1.577 -3.499
C 3.230 -1.922 -4.134
C 4.202 -2.634 -3.443
C 3.993 -2.987 -2.114
C 2.813 -2.628 -1.479
H -1.366 -6.750 1.226
H 0.015 -6.684 -0.827
H 0.635 -4.541 -1.827
H -1.614 -2.495 1.236
H -2.156 -4.646 2.250
H -0.551 0.906 -2.799
H -2.197 1.557 -4.539
H -3.817 -0.095 -5.384
H -3.825 -2.398 -4.491
H -2.208 -3.059 -2.756
H 1.249 -1.112 -4.076
H 3.374 -1.692 -5.182
H 5.109 -2.941 -3.949
H 4.739 -3.570 -1.588
H 2.631 -2.962 -0.474
I 1.226 -1.004 2.589
I 2.281 -3.429 2.256
*
```

Energy above the lowest of the compared OMol25 structures with the same formula, charge and spin, kJ/mol: 60.0
LUMO (spin up / spin down), eV: -12.3 / -12.8
HOMO-LUMO gap (spin up / spin down), eV: 5.713 / 5.353
Calculated total energy, Eh: -7327.83285
⟨S²⟩: 0.77
Largest force on an atom, eV/Å: 1.1



Entry 4:
Molecular formula: C29H48N7O2P2Pd
Method: DFT, the ωB97M-V functional and the def2-TZVPD basis

```
! RIJCOSX wB97M-V def2-TZVPD def2/J DEFGRID3
* xyz 1 1
Pd 0.515 -0.130 -0.307
N 5.397 -0.059 -0.439
C 5.114 -1.525 -0.653
C 3.604 -1.728 -0.561
N 3.022 -1.218 0.661
C 3.405 0.158 0.947
C 4.909 0.387 0.919
H 4.877 0.476 -1.140
H 6.386 0.146 -0.566
H 5.639 -2.064 0.133
H 5.513 -1.818 -1.623
H 3.384 -2.789 -0.667
H 3.127 -1.215 -1.405
H 3.166 -1.828 1.456
H 3.008 0.459 1.914
H 2.927 0.823 0.215
H 5.437 -0.212 1.659
H 5.164 1.438 1.048
C 3.369 4.217 -1.005
N 2.569 3.455 -1.966
C 2.855 3.817 -3.351
P 1.063 2.963 -1.409
O 1.237 2.255 -0.107
N 0.529 2.037 -2.690
C -0.841 2.142 -3.199
C 1.052 0.683 -2.756
N 0.077 4.261 -1.231
C -0.019 5.344 -2.198
C -1.038 4.187 -0.285
H 3.231 5.296 -1.130
H 4.432 4.000 -1.149
H 3.088 3.945 0.011
H 2.830 4.901 -3.507
H 2.139 3.344 -4.019
H 3.858 3.477 -3.623
H -1.228 3.146 -3.043
H -1.507 1.431 -2.707
H -0.839 1.941 -4.272
H 2.130 0.708 -2.596
H 0.865 0.262 -3.745
H 0.542 -0.040 -2.035
H 0.783 5.288 -2.929
H 0.052 6.306 -1.687
H -0.972 5.317 -2.735
H -0.885 3.357 0.399
H -1.990 4.048 -0.807
H -1.088 5.114 0.291
C -3.026 1.183 1.409
P -2.138 0.391 -0.014
C -3.588 -0.418 -0.818
C -4.208 -1.640 -0.558
C -5.325 -2.043 -1.281
C -5.859 -1.230 -2.268
C -5.273 0.001 -2.525
C -4.148 0.392 -1.814
C -1.136 -0.845 0.961
C -1.623 -2.182 3.614
C -0.996 -4.735 3.352
C 0.082 -4.909 2.590
C 0.569 -4.093 1.478
C 0.008 -3.057 0.863
H -3.626 0.451 1.953
H -3.682 1.969 1.030
H -2.287 1.619 2.081
H -3.858 -2.292 0.227
H -5.785 -2.997 -1.058
H -6.727 -1.550 -2.829
H -5.687 0.655 -3.283
H -3.692 1.354 -2.028
H -2.315 -1.721 4.311
H -1.172 -5.483 4.120
H 0.688 -5.784 2.806
H 1.538 -4.406 1.096
H 0.563 -2.610 0.044
N -3.771 -5.253 3.647
C -3.334 -4.003 3.956
O -4.003 -3.228 4.611
C -1.988 -3.639 3.354
C -2.170 -2.570 2.287
C -1.324 -2.370 1.032
N -0.308 -0.214 1.772
C 0.316 -0.815 2.876
C -0.229 -1.681 3.733
H -4.657 -5.558 4.011
H -3.215 -5.896 3.113
H -3.209 -2.306 2.125
H -1.894 -2.684 0.159
H 1.288 -0.393 3.110
H 0.315 -1.917 4.642
*
```

Energy above the lowest of the compared OMol25 structures with the same formula, charge and spin, kJ/mol: 415.5
LUMO, eV: -3.0
HOMO-LUMO gap, eV: 5.773
Calculated total energy, Eh: -2477.92210
Largest force on an atom, eV/Å: 1.1



Entry 5:
Molecular formula: C29H48NOP3PdS
Method: DFT, the ωB97M-V functional and the def2-TZVPD basis

```
! RIJCOSX wB97M-V def2-TZVPD def2/J DEFGRID3
* xyz 4 5
Pd -0.159 -0.543 0.493
P -1.412 -2.440 0.205
P 1.455 -1.429 1.773
P 2.372 -2.176 -3.259
H -0.337 4.241 -3.913
C -0.547 3.390 -4.566
C -1.655 2.648 -4.583
H -2.549 2.807 -3.962
C -3.110 -1.944 0.657
C -1.148 -3.975 1.154
C -1.568 -3.025 -1.514
C 3.007 -0.483 1.692
C 1.012 -1.357 3.538
C 2.065 -3.133 1.596
C 2.233 -2.347 -5.029
C 2.246 -3.709 -2.352
C 3.789 -1.199 -2.755
H 0.214 3.163 -5.314
H -1.732 1.873 -5.363
H -3.280 -0.897 0.365
H -3.250 -2.047 1.742
H -3.802 -2.611 0.117
H -0.921 -3.747 2.205
H -0.320 -4.542 0.705
H -2.075 -4.570 1.098
H -1.332 -2.195 -2.192
H -2.613 -3.330 -1.666
H -0.890 -3.871 -1.686
H 3.800 -1.136 2.077
H 2.927 0.408 2.329
H 3.245 -0.189 0.661
H 1.229 -2.345 3.963
H -0.045 -1.100 3.696
H 1.650 -0.593 4.002
H 3.129 -3.101 1.878
H 1.969 -3.517 0.570
H 1.516 -3.767 2.303
H 2.901 -3.143 -5.386
H 2.471 -1.394 -5.514
H 1.190 -2.589 -5.266
H 2.197 -4.550 -3.058
H 1.326 -3.704 -1.745
H 3.107 -3.839 -1.680
H 4.622 -1.407 -3.452
H 4.106 -1.454 -1.733
H 3.572 -0.122 -2.787
C -0.369 0.500 -2.474
C 0.601 1.474 -2.087
C 1.679 1.651 -2.933
C 1.647 1.085 -4.224
C 0.504 0.454 -4.711
C -0.556 0.226 -3.865
O -0.985 -0.248 -1.615
H 1.139 -1.515 -3.026
H 0.530 1.928 -1.095
H 2.518 2.290 -2.614
H 2.488 1.245 -4.917
H 0.340 0.264 -5.775
H -1.520 -0.183 -4.185
N -0.267 1.395 1.195
S -1.751 1.777 1.734
C -1.514 3.523 2.042
C -2.434 4.230 2.838
C -2.231 5.596 3.051
C -1.122 6.244 2.480
C -0.254 5.539 1.645
C -0.459 4.170 1.412
C -1.928 1.130 3.428
C -1.123 1.577 4.470
C -1.189 0.928 5.707
C -2.090 -0.120 5.909
C -2.978 -0.481 4.892
C -2.922 0.167 3.661
H 0.456 1.658 1.873
H -3.265 3.691 3.293
H -2.940 6.150 3.662
H -0.977 7.314 2.641
H 0.568 6.044 1.150
H 0.231 3.605 0.793
H -0.454 2.414 4.304
H -0.520 1.236 6.515
H -2.133 -0.632 6.877
H -3.712 -1.269 5.058
H -3.614 -0.069 2.847
*
```

Energy above the lowest of the compared OMol25 structures with the same formula, charge and spin, kJ/mol: 107.2
LUMO (spin up / spin down), eV: -10.9 / -15.1
HOMO-LUMO gap (spin up / spin down), eV: 6.532 / 3.363
Calculated total energy, Eh: -2812.31540
⟨S²⟩: 6.06
Largest force on an atom, eV/Å: 2.6